A cluster of 15 separate species, C20H70N14O15 in total in a non-equilibrium geometry, computed with wB97M-V/def2-TZVPD.

Each atom is followed by the atoms it is bonded to, with distances in Å.
CARTESIAN COORDINATES (ANGSTROEM)
1 C 2.0237 1.5879 -5.2303  C2 1.507, H4 1.105, H5 1.074, H6 1.134
2 C 0.9137 0.6189 -4.9123  C1 1.507, O3 1.411, H7 1.093, H8 1.101
3 O 0.8797 0.3579 -3.5263  C2 1.411, H9 1.014
4 H 2.2367 1.7559 -6.3013  C1 1.105
5 H 2.9457 1.3869 -4.7173  C1 1.074
6 H 1.7037 2.5989 -4.8283  C1 1.134
7 H 1.0867 -0.2811 -5.5083  C2 1.093
8 H -0.0823 1.0499 -5.0983  C2 1.101
9 H 0.2487 -0.3861 -3.2513  O3 1.014
10 C 0.2227 -0.8471 -0.1773  C11 1.497, H13 1.076, H14 1.062, H15 1.066
11 C -0.5973 0.4049 -0.1273  C10 1.497, O12 1.459, H16 1.080, H17 1.115
12 O -1.0113 0.8259 1.2067  C11 1.459, H18 0.997
13 H 0.9927 -0.9441 0.5677  C10 1.076
14 H 0.8447 -0.9361 -1.0333  C10 1.062
15 H -0.3583 -1.7351 -0.0793  C10 1.066
16 H -1.4133 0.3489 -0.8333  C11 1.080
17 H 0.0297 1.1639 -0.6513  C11 1.115
18 H -0.3663 1.5259 1.5017  O12 0.997
19 C -2.8143 -0.0571 -3.5343  C20 1.498, H22 1.079, H23 1.099, H24 1.068
20 C -1.9993 -1.2621 -3.8933  C19 1.498, O21 1.414, H25 1.108, H26 1.082
21 O -0.9733 -1.4401 -2.9373  C20 1.414, H27 0.974
22 H -3.4623 0.1329 -4.3753  C19 1.079
23 H -2.1623 0.8279 -3.5323  C19 1.099
24 H -3.3803 -0.0951 -2.6293  C19 1.068
25 H -1.4883 -1.1481 -4.8703  C20 1.108
26 H -2.4873 -2.2251 -3.9663  C20 1.082
27 H -0.4833 -2.2491 -3.1703  O21 0.974
28 C 4.9877 -2.2871 0.1477  C29 1.551, H31 1.028, H32 1.101, H33 1.053
29 C 3.5717 -1.6551 0.1777  C28 1.551, O30 1.410, H34 1.094, H35 1.085
30 O 2.7177 -2.4071 -0.6553  C29 1.410, H36 0.943
31 H 5.6747 -1.9301 -0.5293  C28 1.028
32 H 4.9117 -3.3751 -0.0013  C28 1.101
33 H 5.5277 -2.1511 1.0417  C28 1.053
34 H 3.5017 -0.5961 -0.0863  C29 1.094
35 H 3.1557 -1.6761 1.1797  C29 1.085
36 H 2.3347 -3.1291 -0.1853  O30 0.943
37 C 2.8497 0.6749 3.8917  C38 1.581, H40 1.109, H41 1.129, H42 1.081
38 C 1.7827 0.6229 2.7267  C37 1.581, O39 1.427, H43 1.075, H44 1.057
39 O 1.2637 1.9269 2.4707  C38 1.427, H45 0.980
40 H 3.6617 1.4059 3.7007  C37 1.109
41 H 3.4387 -0.2881 3.8837  C37 1.129
42 H 2.5037 0.6519 4.9157  C37 1.081
43 H 1.0217 -0.0601 3.0577  C38 1.075
44 H 2.1057 0.1669 1.8297  C38 1.057
45 H 2.0177 2.4119 2.0737  O39 0.980
46 C 0.6967 4.6189 0.5707  O47 1.397, N48 1.263, N49 1.241
47 O -0.2943 3.6459 0.4177  C46 1.397
48 N 0.6697 5.5889 1.3797  C46 1.263, H50 1.022, H51 1.009
49 N 1.7497 4.5949 -0.0863  C46 1.241, H52 1.053, H53 1.097
50 H -0.2133 5.5459 1.8927  N48 1.022
51 H 1.1707 6.4639 1.4177  N48 1.009
52 H 1.8637 3.8489 -0.8213  N49 1.053
53 H 2.4277 5.4569 -0.1233  N49 1.097
54 C 2.3207 -4.9861 0.9007  O55 1.373, N56 1.309, N57 1.308
55 O 2.7357 -5.6951 -0.1993  C54 1.373
56 N 2.9467 -5.0571 2.0477  C54 1.309, H58 1.018, H59 1.025
57 N 1.3017 -4.1661 0.8677  C54 1.308, H60 1.138, H61 1.048
58 H 3.6917 -5.7421 2.1617  N56 1.018
59 H 2.9507 -4.2481 2.6777  N56 1.025
60 H 0.6017 -4.2121 -0.0283  N57 1.138
61 H 0.9737 -3.5731 1.6677  N57 1.048
62 C -1.6723 -3.6551 -0.4433  O63 1.466, N64 1.253, N65 1.305
63 O -0.4653 -3.9451 -1.2223  C62 1.466
64 N -1.8283 -4.2761 0.6337  C62 1.253, H66 1.041, H67 1.119
65 N -2.5493 -2.7661 -0.8213  C62 1.305, H68 1.028, H69 1.049
66 H -0.9863 -4.6401 1.1257  N64 1.041
67 H -2.7083 -3.9231 1.2287  N64 1.119
68 H -2.1593 -2.1681 -1.5603  N65 1.028
69 H -3.1493 -2.2551 -0.1283  N65 1.049
70 C -1.4023 1.3509 4.7357  O71 1.390, N72 1.323, N73 1.263
71 O -2.5383 0.6409 5.1077  C70 1.390
72 N -0.3883 1.4969 5.5727  C70 1.323, H74 1.029, H75 1.092
73 N -1.4973 2.1799 3.7877  C70 1.263, H76 1.015, H77 1.021
74 H -0.3693 0.9649 6.4537  N72 1.029
75 H 0.4387 2.1959 5.4347  N72 1.092
76 H -2.3453 2.2149 3.2307  N73 1.015
77 H -0.6593 2.6429 3.4337  N73 1.021
78 C 4.0627 -1.5411 -3.6993  O79 1.377, N80 1.306, N81 1.269
79 O 4.3077 -0.6441 -4.7153  C78 1.377
80 N 2.9137 -1.5521 -3.0793  C78 1.306, H82 1.027, H83 1.018
81 N 4.9527 -2.3281 -3.2533  C78 1.269, H84 1.012, H85 1.027
82 H 2.3877 -0.7351 -3.4113  N80 1.027
83 H 2.9907 -1.6961 -2.0743  N80 1.018
84 H 5.8377 -2.4031 -3.7383  N81 1.012
85 H 4.6757 -3.1811 -2.7523  N81 1.027
86 C -3.6463 3.4799 -1.1413  O87 1.386, N88 1.299, N89 1.293
87 O -4.4633 3.5499 -2.2583  C86 1.386
88 N -3.8343 4.2109 -0.0843  C86 1.299, H90 1.077, H91 1.052
89 N -2.5213 2.8509 -1.0443  C86 1.293, H92 1.025, H93 1.017
90 H -4.9023 4.3029 0.0157  N88 1.077
91 H -3.2183 4.2999 0.7637  N88 1.052
92 H -2.2783 2.2599 -1.8453  N89 1.025
93 H -1.9143 3.1579 -0.2883  N89 1.017
94 C -0.9663 -2.0951 3.2277  O95 1.365, N96 1.282, N97 1.319
95 O 0.2637 -2.3031 2.6747  C94 1.365
96 N -1.6923 -3.0301 3.7187  C94 1.282, H98 1.050, H99 1.010
97 N -1.7013 -1.0061 3.1077  C94 1.319, H100 1.040, H101 1.012
98 H -1.3003 -4.0031 3.7637  N96 1.050
99 H -2.5023 -2.8731 4.3017  N96 1.010
100 H -1.3693 -0.2511 2.4737  N97 1.040
101 H -2.4363 -0.8251 3.7787  N97 1.012
102 C -4.9013 2.2789 2.5807  O103 1.419, H104 1.074, H105 1.093, H106 1.114
103 O -3.6923 1.7649 2.0447  C102 1.419, H107 0.897
104 H -5.7123 1.6189 2.8257  C102 1.074
105 H -5.2703 3.1829 2.0887  C102 1.093
106 H -4.4233 2.6459 3.5177  C102 1.114
107 H -3.8503 1.3249 1.2797  O103 0.897
108 C 2.9197 1.9909 -1.3093  O109 1.384, H110 1.100, H111 1.125, H112 1.115
109 O 1.9947 2.7289 -2.0273  C108 1.384, H113 0.929
110 H 3.8187 2.5429 -0.9983  C108 1.100
111 H 3.2077 1.1069 -1.9433  C108 1.125
112 H 2.4017 1.4879 -0.4593  C108 1.115
113 H 1.6227 2.1119 -2.6143  O109 0.929
114 C -5.5083 -0.1851 -0.7953  O115 1.412, H116 1.111, H117 1.070, H118 1.052
115 O -4.4283 0.4399 -0.1353  C114 1.412, H119 0.954
116 H -5.4043 -0.1511 -1.9013  C114 1.111
117 H -6.4963 0.0889 -0.4903  C114 1.070
118 H -5.3453 -1.1991 -0.5653  C114 1.052
119 H -3.9753 1.1489 -0.5853  O115 0.954

Calculated values
- net charge = 0
- E (eV) = -73445.4615
- max |F| (eV/Å) = 9.58
- HOMO (eV) = -8.30
- gap between HOMO and LUMO (eV) = 8.19

These are the Löwdin partial charges, in e, on atoms 1 to 99: C -0.0830; C -0.3179; O -0.1591; H 0.0904; H 0.0470; H 0.0873; H 0.1198; H 0.1108; H 0.0605; C -0.0713; C -0.2358; O -0.1232; H 0.0440; H 0.0555; H 0.0415; H 0.0771; H 0.1061; H 0.0532; C -0.0461; C -0.2768; O -0.1350; H 0.0907; H 0.0804; H 0.0392; H 0.1242; H 0.1208; H 0.1229; C -0.0493; C -0.2588; O -0.1323; H 0.0288; H 0.0876; H 0.0491; H 0.0979; H 0.0931; H 0.0176; C -0.0572; C -0.2693; O -0.1194; H 0.0726; H 0.0790; H 0.0465; H 0.0774; H 0.0601; H 0.1029; C -0.6666; O -0.1234; N 0.1714; N 0.1775; H 0.1318; H 0.1303; H 0.0796; H 0.1920; C -0.6609; O -0.1217; N 0.1513; N 0.1008; H 0.1197; H 0.1191; H 0.1089; H 0.0671; C -0.5903; O -0.1621; N 0.1778; N 0.1907; H 0.1242; H 0.1867; H 0.0802; H 0.1375; C -0.6376; O -0.1629; N 0.1484; N 0.2006; H 0.1225; H 0.1596; H 0.0801; H 0.1063; C -0.6521; O -0.1377; N 0.1789; N 0.1762; H 0.0700; H 0.0476; H 0.1261; H 0.1385; C -0.6730; O -0.1341; N 0.1358; N 0.1748; H 0.1539; H 0.1356; H 0.1122; H 0.0622; C -0.5982; O -0.1270; N 0.1417; N 0.1798; H 0.1460; H 0.1244



A cluster of 15 separate species, C20H70N20O20 in total in a non-equilibrium geometry, computed with wB97M-V/def2-TZVPD.

Each atom is followed by the atoms it is bonded to, with distances in Å.
CARTESIAN COORDINATES (ANGSTROEM)
1 C 2.7510 -2.8566 3.3222  O2 1.261, N3 1.301, N4 1.321
2 O 3.6573 -2.7850 2.4490  C1 1.261
3 N 1.6208 -2.2318 3.1664  C1 1.301, H5 1.011, H6 1.009
4 N 2.8100 -3.5295 4.4573  C1 1.321, H7 1.009, H8 1.007
5 H 1.4903 -1.7386 2.2941  N3 1.011
6 H 0.8323 -2.4958 3.7381  N3 1.009
7 H 2.0375 -3.3325 5.0752  N4 1.009
8 H 3.6760 -3.9369 4.7719  N4 1.007
9 C 0.3484 3.6898 -3.2912  O10 1.232, N11 1.294, N12 1.284
10 O 0.5030 2.9684 -2.3048  C9 1.232
11 N 0.3914 3.3042 -4.5256  C9 1.294, H13 1.017, H14 1.007
12 N 0.0261 4.9286 -3.1858  C9 1.284, H15 1.008, H16 1.008
13 H 0.4613 2.2961 -4.6422  N11 1.017
14 H 0.0033 3.9015 -5.2373  N11 1.007
15 H -0.1448 5.4207 -2.3229  N12 1.008
16 H -0.1837 5.4890 -3.9968  N12 1.008
17 C -0.5336 -4.4251 2.9575  O18 1.228, N19 1.305, N20 1.314
18 O -0.3362 -5.3997 2.2371  C17 1.228
19 N -0.3140 -4.3175 4.2395  C17 1.305, H21 1.009, H22 1.008
20 N -1.0110 -3.3276 2.4163  C17 1.314, H23 1.010, H24 1.011
21 H -0.8445 -3.5583 4.6397  N19 1.009
22 H 0.1187 -5.1220 4.6657  N19 1.008
23 H -1.2772 -3.3181 1.4416  N20 1.010
24 H -1.3412 -2.6222 3.0613  N20 1.011
25 C -1.9231 -0.8567 -3.9878  O26 1.204, N27 1.359, N28 1.345
26 O -1.9043 -0.0923 -3.0572  C25 1.204
27 N -1.0209 -0.6910 -4.9909  C25 1.359, H29 1.009, H30 1.013
28 N -2.9031 -1.7101 -4.3357  C25 1.345, H31 1.007, H32 1.008
29 H -1.0934 -1.3590 -5.7430  N27 1.009
30 H -0.2645 -0.0198 -5.0501  N27 1.013
31 H -2.8421 -2.1050 -5.2603  N28 1.007
32 H -3.7861 -1.7654 -3.8533  N28 1.008
33 C 3.0005 2.6443 3.8066  O34 1.194, N35 1.328, N36 1.319
34 O 2.3447 3.6267 3.9779  C33 1.194
35 N 4.3170 2.5415 3.9426  C33 1.328, H37 1.008, H38 1.007
36 N 2.4603 1.5419 3.3238  C33 1.319, H39 1.008, H40 1.008
37 H 4.8268 3.2928 4.3798  N35 1.008
38 H 4.8001 1.6708 3.7905  N35 1.007
39 H 3.0197 0.7031 3.3103  N36 1.008
40 H 1.5104 1.4970 2.9882  N36 1.008
41 C 0.7178 -0.2216 6.2379  O42 1.228, N43 1.336, N44 1.317
42 O 0.1359 -1.3002 6.3189  C41 1.228
43 N 0.9439 0.5614 7.2970  C41 1.336, H45 1.007, H46 1.008
44 N 1.1909 0.3410 5.1450  C41 1.317, H47 1.010, H48 1.008
45 H 1.4755 1.3896 7.0812  N43 1.007
46 H 0.9503 0.1404 8.2127  N43 1.008
47 H 1.1708 -0.2365 4.3163  N44 1.010
48 H 1.4517 1.3130 5.0935  N44 1.008
49 C -2.8711 -3.2086 -0.3622  O50 1.230, N51 1.322, N52 1.322
50 O -2.0211 -2.3831 -0.0308  C49 1.230
51 N -2.5742 -4.3495 -0.9609  C49 1.322, H53 1.007, H54 1.012
52 N -4.1322 -2.8133 -0.3993  C49 1.322, H55 1.010, H56 1.008
53 H -3.2914 -4.9978 -1.2425  N51 1.007
54 H -1.5985 -4.3840 -1.2260  N51 1.012
55 H -4.2800 -1.8714 -0.0667  N52 1.010
56 H -4.8810 -3.3085 -0.8568  N52 1.008
57 C 0.5265 0.4100 0.4760  O58 1.215, N59 1.353, N60 1.318
58 O 0.8030 -0.1376 1.5246  C57 1.215
59 N -0.3237 -0.1140 -0.4367  C57 1.353, H61 1.011, H62 1.008
60 N 1.0389 1.5710 0.1210  C57 1.318, H63 1.010, H64 1.012
61 H -0.9300 -0.8627 -0.1308  N59 1.011
62 H -0.6566 0.4709 -1.1875  N59 1.008
63 H 1.8776 1.9450 0.5408  N60 1.010
64 H 0.6748 2.0196 -0.7095  N60 1.012
65 C 2.7152 4.7167 0.4349  O66 1.214, N67 1.348, N68 1.281
66 O 3.2405 3.6946 0.8257  C65 1.214
67 N 2.6281 5.9089 1.0589  C65 1.348, H69 1.009, H70 1.005
68 N 2.1455 4.8852 -0.6995  C65 1.281, H71 1.009, H72 1.006
69 H 2.9081 5.8632 2.0276  N67 1.009
70 H 2.5028 6.7369 0.5032  N67 1.005
71 H 1.9840 4.1670 -1.3892  N68 1.009
72 H 1.8847 5.8381 -0.8872  N68 1.006
73 C 2.0925 0.4548 -4.6237  O74 1.194, N75 1.335, N76 1.306
74 O 1.1469 0.8688 -5.2244  C73 1.194
75 N 2.3906 0.7002 -3.3456  C73 1.335, H77 1.011, H78 1.008
76 N 3.0670 -0.2432 -5.1416  C73 1.306, H79 1.008, H80 1.009
77 H 1.7093 1.2595 -2.8504  N75 1.011
78 H 3.2153 0.3835 -2.8606  N75 1.008
79 H 2.9893 -0.5700 -6.0921  N76 1.008
80 H 3.6899 -0.6746 -4.4751  N76 1.009
81 C -4.5177 2.3180 0.3185  C82 1.586, O84 1.437, H85 1.090, H86 1.090
82 C -4.2402 0.7795 0.0531  C81 1.586, O83 1.381, H87 1.090, H88 1.089
83 O -4.6335 0.0454 1.1552  C82 1.381, H89 0.961
84 O -5.9328 2.4745 0.1260  C81 1.437, H90 0.960
85 H -3.9391 2.8229 -0.4543  C81 1.090
86 H -4.2627 2.6521 1.3244  C81 1.090
87 H -3.1642 0.6785 -0.0851  C82 1.090
88 H -4.9128 0.5392 -0.7695  C82 1.089
89 H -5.5003 0.3284 1.4576  O83 0.961
90 H -6.3491 2.1489 0.9279  O84 0.960
91 C 1.4454 -3.5181 -2.0751  C92 1.599, O94 1.371, H95 1.092, H96 1.091
92 C 1.1914 -3.7772 -0.5175  C91 1.599, O93 1.386, H97 1.092, H98 1.092
93 O 0.2978 -4.8334 -0.4335  C92 1.386, H99 0.967
94 O 2.1088 -4.6072 -2.5778  C91 1.371, H100 0.960
95 H 1.9452 -2.5746 -2.3027  C91 1.092
96 H 0.4690 -3.4327 -2.5546  C91 1.091
97 H 0.7385 -2.9996 0.1011  C92 1.092
98 H 2.0855 -4.1524 -0.0144  C92 1.092
99 H 0.1308 -4.9265 0.5139  O93 0.967
100 H 3.0476 -4.5700 -2.3812  O94 0.960
101 C -3.1934 0.6551 3.8331  C102 1.541, O104 1.403, H105 1.093, H106 1.091
102 C -1.9834 -0.2469 3.5213  C101 1.541, O103 1.379, H107 1.093, H108 1.092
103 O -1.7742 -1.3779 4.2820  C102 1.379, H109 0.964
104 O -4.3846 -0.0841 3.7755  C101 1.403, H110 0.963
105 H -3.2678 1.4434 3.0800  C101 1.093
106 H -3.1876 1.2271 4.7619  C101 1.091
107 H -1.0500 0.3170 3.5985  C102 1.093
108 H -1.9344 -0.3935 2.4405  C102 1.092
109 H -1.3450 -1.1864 5.1241  O103 0.964
110 H -4.2379 -0.5655 2.9548  O104 0.963
111 C -4.0562 1.9208 -4.4937  C112 1.534, O114 1.368, H115 1.093, H116 1.091
112 C -3.1798 2.4693 -5.6274  C111 1.534, O113 1.467, H117 1.091, H118 1.092
113 O -3.8602 2.3725 -6.9229  C112 1.467, H119 0.960
114 O -3.3506 2.0916 -3.3337  C111 1.368, H120 0.967
115 H -4.3618 0.8887 -4.6850  C111 1.093
116 H -5.0576 2.3522 -4.5428  C111 1.091
117 H -2.1885 2.0278 -5.7450  C112 1.091
118 H -2.9052 3.4984 -5.3867  C112 1.092
119 H -3.5357 3.0429 -7.5284  O113 0.960
120 H -2.7162 1.3626 -3.2899  O114 0.967
121 C 4.0160 -0.5206 -0.2983  C122 1.530, O124 1.423, H125 1.091, H126 1.091
122 C 5.0142 -0.1022 -1.3791  C121 1.530, O123 1.434, H127 1.090, H128 1.090
123 O 4.6441 -0.8442 -2.5488  C122 1.434, H129 0.963
124 O 4.1105 -1.9342 -0.1646  C121 1.423, H130 0.966
125 H 2.9736 -0.2881 -0.5221  C121 1.091
126 H 4.2841 -0.1094 0.6766  C121 1.091
127 H 6.0229 -0.4304 -1.1271  C122 1.090
128 H 4.9176 0.9762 -1.5054  C122 1.090
129 H 4.5830 -1.7491 -2.2262  O123 0.963
130 H 4.0056 -2.0918 0.7826  O124 0.966

Calculated values
- net charge = 0
- E (eV) = -92634.1723
- max |F| (eV/Å) = 6.06
- HOMO (eV) = -8.78
- gap between HOMO and LUMO (eV) = 9.00

These are the Löwdin partial charges, in e, on atoms 1 to 99: C -0.6826; O -0.0184; N 0.1811; N 0.1812; H 0.0736; H 0.0630; H 0.0923; H 0.1183; C -0.7420; O -0.0193; N 0.2064; N 0.1817; H 0.0609; H 0.1186; H 0.1198; H 0.1163; C -0.7342; O 0.0232; N 0.1797; N 0.1954; H 0.1038; H 0.1314; H 0.0685; H 0.0622; C -0.6604; O 0.0239; N 0.1807; N 0.1731; H 0.0985; H 0.0442; H 0.1013; H 0.1111; C -0.7934; O 0.0454; N 0.1754; N 0.1324; H 0.1123; H 0.1047; H 0.1102; H 0.0961; C -0.6979; O 0.0087; N 0.1665; N 0.1717; H 0.1052; H 0.1168; H 0.0739; H 0.0912; C -0.6916; O -0.0237; N 0.2011; N 0.1861; H 0.1147; H 0.0944; H 0.0802; H 0.1085; C -0.7036; O -0.0103; N 0.2052; N 0.1971; H 0.0491; H 0.0734; H 0.0767; H 0.0506; C -0.7375; O 0.0412; N 0.1500; N 0.1714; H 0.1096; H 0.0975; H 0.0878; H 0.0991; C -0.7110; O 0.0016; N 0.2165; N 0.1941; H 0.0796; H 0.0610; H 0.1233; H 0.0892; C -0.1857; C -0.2251; O -0.0970; O -0.0714; H 0.1114; H 0.1100; H 0.1148; H 0.1207; H 0.0962; H 0.0726; C -0.2388; C -0.2231; O -0.1012; O -0.0467; H 0.0972; H 0.1073; H 0.0942; H 0.1157; H 0.0302